ORCA calculation (wB97M-V/def2-TZVPD) on C13H24ClGdI2N2P2 as an isolated structure.

Each line ends with the Mulliken spin population.
Element x y z (Å)
I  -0.3260  -3.8435  -1.5225  0.00
I  -2.8892  -4.8267  -0.9599  0.00
Gd  -1.0756  -0.9116  0.0413  6.56
P  -0.2493  -1.7440  2.9040  0.11
C  0.1202  -3.4823  3.4880  0.00
C  1.3063  -1.0365  3.6079  0.00
H  1.3072  -1.3720  4.6624  0.00
H  -0.5747  -1.7298  5.2613  0.00
H  1.3227  0.0555  3.5451  0.00
H  -1.4827  -0.3629  4.6021  0.00
H  0.8794  -3.9655  2.8631  0.00
H  2.2071  -1.3670  3.0763  0.00
C  -1.2369  -1.4160  4.4563  0.01
H  0.4829  -3.3251  4.5164  0.00
H  -2.1720  -1.9767  4.5687  0.00
H  -0.7492  -4.1551  3.4940  0.00
P  -2.3960  0.5957  -2.3204  0.12
C  -3.0134  -0.1870  -3.8944  0.00
C  -3.9554  1.5974  -2.1687  0.01
H  -1.2590  2.7987  -2.4667  0.00
H  -2.1420  2.3151  -3.9687  0.00
H  -0.5123  1.6147  -3.5263  0.00
C  -1.4776  1.9670  -3.1458  0.01
H  -3.8991  2.3529  -1.3858  0.00
H  -4.0377  2.0962  -3.1338  0.00
H  -3.3200  0.6938  -4.4821  0.00
H  -3.8723  -0.8590  -3.7570  0.00
H  -4.8684  1.0150  -2.0133  0.00
H  -2.2324  -0.7729  -4.3982  0.00
Cl  -2.2345  0.9664  1.3233  0.13
N  3.1027  -0.6358  -1.0219  0.00
C  1.8224  -1.0179  -0.8878  0.00
N  1.0654  0.0140  -0.4092  0.07
C  1.9538  1.1128  -0.3257  -0.02
C  1.6701  2.4295  -0.0325  0.00
C  2.7493  3.2998  -0.1787  0.00
C  4.0333  2.9382  -0.6145  0.00
C  4.3137  1.5869  -0.9203  0.00
C  3.2280  0.7087  -0.7015  -0.01
H  3.8401  -1.1173  -1.5390  0.00
H  1.4529  -2.0207  -0.9132  0.00
H  0.6159  2.5657  0.2622  0.00
H  2.5181  4.3292  0.0492  0.00
H  4.7077  3.7755  -0.6987  0.00
H  5.2767  1.2964  -1.3349  0.00

As for the spin multiplicity: 8. The calculation puts the energy above the lowest of the compared OMol25 structures with the same formula, charge and spin at 0.000 eV. The net charge is +2. The HOMO-LUMO gap (spin up / spin down) comes out at 6.100 / 4.870 eV. The total energy is -84974.3417 eV.

ORCA calculation (wB97M-V/def2-TZVPD) on C13H24F5N3NaOTa as an isolated structure.

Each line ends with the Mulliken charge.
Element x y z (Å)
N  -0.8384  -1.5388  0.5856  -0.62
C  -1.5103  -2.4871  1.1136  0.93
O  -2.1110  -3.3869  1.5685  -0.34
Na  2.3573  -1.1785  -1.7724  0.90
Ta  -0.0018  0.0973  -0.1075  0.25
N  -0.3312  0.3412  -2.0451  0.66
N  1.9514  -0.2780  -0.1392  0.47
C  -1.7372  0.3371  -2.5398  1.14
C  2.8665  -1.0442  0.8065  0.68
C  -1.9874  -0.9999  -3.2370  -1.52
C  -1.9436  1.4932  -3.5219  -1.65
C  -2.6998  0.5022  -1.3788  -1.89
C  4.2544  -1.1133  0.1569  -1.49
C  2.9557  -0.3474  2.1557  -1.51
C  2.2771  -2.4355  0.9671  -1.46
H  -1.3531  -1.1151  -4.1238  0.38
H  -3.0377  -1.0558  -3.5551  0.46
H  -1.7896  -1.8380  -2.5558  0.28
H  -1.6224  2.4406  -3.0734  0.39
H  -3.0136  1.5700  -3.7607  0.45
H  -1.4102  1.3378  -4.4650  0.47
H  -2.5630  -0.2791  -0.6091  0.60
H  -3.7218  0.3928  -1.7692  0.55
H  -2.6292  1.5059  -0.9361  0.39
H  4.2579  -1.7313  -0.7638  0.43
H  4.9435  -1.5980  0.8602  0.46
H  4.6404  -0.1094  -0.0653  0.35
H  3.5196  0.5902  2.0843  0.49
H  3.4968  -0.9994  2.8599  0.48
H  1.9644  -0.1392  2.5757  0.29
H  1.2513  -2.3949  1.3547  0.31
H  2.9007  -2.9980  1.6786  0.51
H  2.2704  -3.0052  0.0200  0.31
C  2.1975  1.2090  -0.2533  -0.99
H  1.2177  1.7991  -0.3172  0.53
H  2.7602  1.5984  0.6068  0.40
H  2.7794  1.4492  -1.1672  0.41
C  0.6983  0.2559  -3.1302  -1.15
H  0.3562  0.8052  -4.0135  0.22
H  1.6418  0.7464  -2.8294  0.32
H  0.8833  -0.7937  -3.4457  0.46
F  -0.2082  0.5580  2.8134  -0.24
C  -0.8266  1.1358  1.6676  0.23
F  -2.2052  0.8809  1.8369  -0.26
C  -0.6146  2.6376  1.7274  0.55
F  -1.2069  3.1471  2.8284  -0.23
F  0.7161  2.9655  1.8090  -0.20
F  -1.1453  3.2970  0.6462  -0.21

As for the spin multiplicity: 1. The net charge is +2. The HOMO-LUMO gap (spin up / spin down) comes out at 8.051 / 8.050 eV. The total energy is -39928.3140 eV.

ORCA calculation (wB97M-V/def2-TZVPD) on C13H24GaNO13P as an isolated structure.

Each line ends with the Mulliken charge.
Element x y z (Å)
C  -0.7286  0.1900  4.5928  -1.02
P  -0.1714  -0.0249  6.3452  -0.01
O  -0.9182  1.3278  7.0734  -0.55
Ga  2.1323  0.5416  6.0596  0.38
N  2.6158  -0.6652  4.6328  -0.45
H  -0.4337  1.1559  4.1768  0.19
H  -0.2276  -0.5941  4.0189  0.28
H  -1.8088  0.0683  4.4950  0.44
H  -1.6233  0.9945  7.6320  0.29
H  2.2512  2.1073  5.7022  -0.36
H  2.9661  0.1434  7.3846  -0.35
H  2.5431  -0.2572  3.7091  0.08
H  3.5495  -1.0472  4.7162  0.17
C  -0.1610  2.4874  0.2263  -0.21
C  0.2637  1.3668  -0.7029  -0.08
O  1.5740  1.0500  -0.2223  -0.37
C  1.6643  1.4465  1.0766  0.59
O  2.5543  1.1642  1.8064  -0.52
O  0.5947  2.2020  1.4073  -0.33
H  -1.2191  2.4852  0.4667  0.29
H  0.1303  3.4694  -0.1498  0.25
H  -0.3722  0.4856  -0.6030  0.24
H  0.3296  1.6609  -1.7452  0.10
C  -0.9997  3.1187  -5.5813  -0.31
C  -1.9876  1.9678  -5.6053  -0.02
O  -2.1243  1.6606  -4.2106  -0.34
C  -1.7687  2.7429  -3.4884  0.64
O  -1.8935  2.8435  -2.3105  -0.52
O  -1.2284  3.6917  -4.2885  -0.34
H  -1.1796  3.8728  -6.3421  0.28
H  0.0368  2.7795  -5.6299  0.28
H  -2.9610  2.2602  -5.9996  0.25
H  -1.6367  1.0884  -6.1334  0.06
C  -1.3384  -1.1175  -10.3508  -0.34
C  -0.4835  -0.6080  -9.2033  -0.31
O  -1.3713  0.3096  -8.5536  -0.29
C  -2.6495  -0.0195  -8.8676  0.68
O  -3.6070  0.4596  -8.3569  -0.49
O  -2.6661  -0.9588  -9.8373  -0.34
H  -1.1766  -2.1635  -10.5940  0.30
H  -1.2366  -0.5048  -11.2478  0.26
H  -0.2221  -1.3989  -8.4988  0.27
H  0.4108  -0.0766  -9.5155  0.29
C  2.2077  -3.8241  7.7986  -0.29
C  1.4476  -3.4767  6.5366  0.26
O  0.7164  -4.6988  6.2861  -0.37
C  0.6029  -5.3786  7.4370  0.64
O  -0.0809  -6.3440  7.5991  -0.58
O  1.3645  -4.8191  8.4049  -0.36
H  2.3245  -2.9833  8.4761  0.28
H  3.1790  -4.2806  7.5950  0.24
H  0.7413  -2.6643  6.6999  -0.22
H  2.0750  -3.2363  5.6834  0.33

As for the spin multiplicity: 1. The net charge is -1. The HOMO-LUMO gap comes out at 4.386 eV. The total energy is -103644.2557 eV.

ORCA calculation (wB97M-V/def2-TZVPD) on a 5-piece molecular cluster, C13H24N2O9 overall.

Each line ends with the Mulliken charge.
Element x y z (Å)
C  1.4932  -5.6455  14.7567  -0.69
O  1.9077  -4.3684  14.1982  -0.31
C  1.2829  -3.2606  14.6059  0.85
O  0.3013  -3.2307  15.2690  -0.57
O  1.9343  -2.1997  14.0462  -0.28
C  1.3054  -0.9400  14.3685  -0.74
H  0.4323  -5.8046  14.6721  0.31
H  1.7821  -5.7111  15.8372  0.27
H  2.1496  -6.3496  14.3089  0.27
H  0.6905  -0.6251  13.5119  0.29
H  2.0627  -0.1567  14.4326  0.26
H  0.6242  -0.9890  15.2122  0.33
C  7.9839  -6.1707  14.4027  -0.35
O  8.4517  -7.3743  15.0922  -0.39
C  9.4376  -7.3477  15.9853  0.81
O  9.5780  -8.2703  16.7551  -0.58
O  10.2067  -6.2501  15.9495  -0.35
C  11.1410  -6.1788  17.1012  -0.59
H  7.3993  -5.5039  15.0545  -0.08
H  7.3215  -6.5871  13.6496  0.30
H  8.7749  -5.6510  13.9775  0.36
H  10.6392  -6.1985  18.0679  0.29
H  11.5693  -5.1651  17.0173  0.24
H  12.0189  -6.9227  17.0490  0.25
C  7.8529  -2.0674  19.3619  -0.74
O  7.3467  -3.3523  19.7690  -0.33
C  8.2167  -4.2948  20.0075  0.87
O  9.3232  -4.1417  20.3324  -0.55
O  7.7187  -5.4610  19.7886  -0.39
C  6.5497  -5.8321  18.9936  -0.32
H  7.2411  -1.6643  18.5990  0.26
H  8.8091  -2.1378  18.8919  0.35
H  7.9251  -1.4042  20.2488  0.29
H  5.6053  -5.8769  19.6583  0.23
H  6.8402  -6.8329  18.5209  0.23
H  6.3053  -5.0457  18.1944  0.10
C  5.6485  -3.4478  14.2279  -0.08
C  6.6707  -2.9690  15.1406  0.34
N  7.3181  -2.6566  16.0598  -0.48
H  4.7406  -3.1472  14.7651  -0.04
H  5.7256  -4.5218  14.0261  0.21
H  5.8238  -2.8762  13.2788  0.31
C  2.5789  -2.6173  18.7197  -1.06
C  3.3290  -2.8453  17.5214  0.37
N  3.7938  -3.1559  16.5275  -0.39
H  2.8174  -1.6192  19.0538  0.31
H  2.8460  -3.4000  19.4576  0.29
H  1.5496  -2.6593  18.5261  0.33

As for the spin multiplicity: 1. Its SMILES is COC(=O)OC.COC(=O)OC.COC(=O)OC.CC#N.CC#N. The calculation puts the energy above the lowest of the compared OMol25 structures with the same formula, charge and spin at 0.215 eV. The net charge is 0. The HOMO-LUMO gap comes out at 10.695 eV. The total energy is -35275.6395 eV.